ORCA calculation (wB97M-V/def2-TZVPD) on C29H33N8ReSSe as an isolated structure.

The geometry in ORCA input format:
```
! wB97M-V def2-TZVPD RIJCOSX def2/J DEFGRID3
* xyz 3 2
Re 0.06662 -0.34475 0.11251
C 0.45610 0.56945 2.26568
C -0.02422 -0.77783 2.35181
C -1.34160 -0.80925 1.77538
C -1.64838 0.52858 1.31052
C -0.52553 1.35964 1.60937
C -0.44855 2.83440 1.40011
C -2.99192 1.01311 0.87182
C -2.33581 -1.91581 1.94386
C 0.60686 -1.90805 3.10531
C 1.71408 1.10854 2.85110
H -0.84254 3.33802 2.28645
H -1.04873 3.16037 0.55263
H 0.57704 3.17520 1.26148
H -3.52846 1.37413 1.75286
H -3.59509 0.22555 0.42546
H -2.92426 1.84547 0.17301
H -3.00441 -1.66927 2.77141
H -1.85095 -2.85585 2.20806
H -2.96215 -2.05465 1.06155
H 0.05870 -2.07055 4.03566
H 1.63800 -1.69416 3.37736
H 0.58230 -2.84285 2.54469
H 1.45886 1.64801 3.76711
H 2.20609 1.82003 2.18717
H 2.41858 0.32660 3.12196
Se 5.52344 4.45776 -2.53282
N 5.57331 3.01282 -1.51180
C 4.34448 2.56956 -1.41510
C 3.97409 1.39478 -0.64034
C 4.88887 0.62742 0.08586
C 4.42883 -0.46122 0.79920
C 3.07590 -0.76603 0.77922
N 2.18506 -0.04753 0.08407
C 2.63081 1.02481 -0.61750
C 1.62377 1.77285 -1.33882
N 0.34968 1.30377 -1.24573
C -0.61889 1.98054 -1.87793
C -0.36528 3.12517 -2.62249
C 0.92559 3.59645 -2.73036
C 1.95116 2.90743 -2.07643
C 3.34763 3.31657 -2.11894
N 3.77371 4.36187 -2.78350
H 5.93631 0.90218 0.07892
H 5.10258 -1.07834 1.37722
H 2.68618 -1.61085 1.32901
H -1.61886 1.58252 -1.79078
H -1.18871 3.62855 -3.10972
H 1.16348 4.48344 -3.30425
S -1.87022 -0.94952 -1.33328
C -1.34200 -1.77130 -2.78239
N -0.16068 -1.56475 -3.34277
C 0.23497 -2.18013 -4.62258
C -1.00564 -2.39114 -5.47298
C -2.03184 -3.18637 -4.68865
N -2.21695 -2.57434 -3.35918
H 0.42709 -0.86021 -2.92958
H 0.74477 -3.12485 -4.42401
H 0.93932 -1.50784 -5.10726
H -0.74432 -2.93017 -6.38166
H -1.42155 -1.42636 -5.76767
H -1.71552 -4.22206 -4.55584
H -2.99864 -3.18894 -5.18731
H -3.09878 -2.70841 -2.88712
N -0.27839 -3.38717 -0.16583
C 0.24269 -4.56285 -0.53210
C 1.52934 -4.32160 -0.97322
C 1.70782 -2.95197 -0.82750
N 0.60408 -2.37626 -0.32201
H -1.21675 -3.18503 0.14505
H -0.32332 -5.47706 -0.45027
H 2.24030 -5.04078 -1.34088
H 2.57341 -2.36403 -1.07888
*
```

Output
- Frontier orbital gap (alpha / beta): 0.2783 / 0.2373 Ha
- Energy relative to the best compared isomer or geometry (same formula, charge and spin): 0.0 kJ/mol
- ⟨S²⟩: 0.76
- DFT total energy: -4440.0637 Eh
- LUMO (alpha / beta): -0.3300 / -0.3738 Eh

***

ORCA calculation (wB97M-V/def2-TZVPD) on a 15-piece molecular cluster, C20H70N16O15 overall.

The geometry in ORCA input format:
```
! wB97M-V def2-TZVPD RIJCOSX def2/J DEFGRID3
* xyz 0 1
C 2.63942 -0.50915 2.91057
C 2.87044 0.74282 2.06826
O 1.61863 1.31767 1.99369
H 3.56124 -1.02428 3.09697
H 2.02345 -1.17217 2.26228
H 2.09960 -0.33395 3.87091
H 3.22034 0.64560 1.05470
H 3.43167 1.51928 2.63487
H 1.01708 0.59255 1.62004
C -0.31155 -1.63038 4.71635
C -1.21867 -0.66629 3.98388
O -0.67280 -0.47124 2.70765
H 0.76751 -1.43391 4.66660
H -0.39138 -2.65309 4.42610
H -0.59409 -1.61257 5.72636
H -1.28304 0.32794 4.52317
H -2.21272 -1.05350 4.00992
H -0.75729 0.45800 2.56673
C -3.56260 1.51576 2.93426
C -2.70597 2.67596 2.52066
O -1.42606 2.33767 2.41019
H -3.16632 0.94571 3.75269
H -3.82255 0.99336 2.02936
H -4.47356 1.92266 3.37905
H -2.84785 3.38917 3.32899
H -2.97617 2.98976 1.52751
H -1.00871 3.17964 2.00987
C 1.90985 -3.37055 -1.17245
C 1.10123 -4.66965 -1.07167
O 1.62480 -5.50277 0.00312
H 1.70185 -2.67346 -0.30211
H 1.58474 -2.87416 -2.06605
H 2.98213 -3.45761 -1.22953
H 1.17287 -5.09158 -2.02050
H -0.04942 -4.54739 -0.90640
H 1.82106 -6.39353 -0.25239
C -4.95419 0.93368 -0.73633
C -5.88888 0.58864 0.39403
O -5.49770 -0.58703 1.05454
H -4.89039 0.16751 -1.48239
H -3.91135 1.00909 -0.46105
H -5.16466 1.82298 -1.28293
H -6.82470 0.53008 -0.02316
H -5.89192 1.23490 1.23633
H -6.16404 -0.68581 1.72634
C 2.80702 4.72158 1.75666
O 3.17613 4.32085 3.03936
N 2.91778 5.93188 1.28080
N 2.35386 3.86924 0.78683
H 2.92966 6.69106 1.94418
H 2.60378 6.20727 0.37462
H 2.37185 2.85664 1.05334
H 2.13758 4.26060 -0.17503
C 3.68537 0.84979 -1.95814
O 3.04079 -0.35875 -1.82866
N 3.11791 1.99776 -1.78019
N 4.90213 0.86919 -2.28882
H 2.18177 1.90998 -1.39286
H 3.74115 2.73060 -1.76414
H 5.27745 -0.09156 -2.60821
H 5.44338 1.62726 -2.63708
C -0.83102 -3.93561 2.09752
O -1.87626 -3.63899 3.00375
N -0.38537 -5.06085 1.75344
N -0.21694 -2.97554 1.50244
H -1.05670 -5.90942 1.95267
H 0.41174 -5.23708 1.09417
H -0.33579 -2.03066 2.03664
H 0.49939 -3.12613 0.91570
C 0.06534 0.62405 -0.49008
O 0.80952 1.72943 -0.62685
N 0.45848 -0.52559 -0.88509
N -1.08206 0.64760 0.13511
H 1.28032 -0.53573 -1.40222
H -0.26331 -1.23595 -0.83903
H -1.45120 1.59177 0.44418
H -1.81628 -0.13129 0.12114
C 5.74913 -1.42915 0.42665
O 6.47676 -2.02571 1.40683
N 6.08794 -0.39512 -0.29997
N 4.50482 -1.81729 0.11020
H 6.95564 0.04478 -0.02332
H 5.55601 0.17810 -1.00954
H 4.14091 -2.59814 0.73477
H 3.85344 -1.33911 -0.50901
C -1.02335 4.78982 0.25897
O -2.16194 5.59921 0.25702
N -0.90004 3.94499 -0.72421
N -0.12579 4.75923 1.15495
H -1.45188 4.05806 -1.61284
H -0.39289 3.04335 -0.67702
H -0.24545 5.51358 1.83891
H 0.88585 4.43711 1.10150
C -2.73191 -1.89185 -0.64937
O -3.65233 -1.80272 -1.74576
N -2.93663 -1.30132 0.48192
N -1.60689 -2.51665 -0.75637
H -3.92071 -0.91667 0.62378
H -2.36930 -1.31172 1.41150
H -1.54344 -2.86430 -1.70408
H -1.15264 -2.79940 0.12846
C -2.33047 0.73191 -4.09544
O -1.88732 1.22603 -5.32764
N -3.24227 -0.11649 -3.98525
N -1.93296 1.23094 -2.96499
H -3.47192 -0.49819 -4.93391
H -3.54890 -0.54366 -3.13004
H -1.23321 1.98158 -3.12686
H -1.96284 0.69890 -2.08744
C 1.08600 0.11140 -4.41249
O 1.99783 0.90774 -5.03947
H 1.58864 -0.77708 -4.09406
H 0.21103 -0.09157 -5.08144
H 0.78927 0.56748 -3.57055
H 1.88833 1.82877 -4.87995
C -0.92980 -2.61419 -3.67344
O -1.89800 -3.50759 -3.11198
H -0.70236 -1.61441 -3.32404
H -1.12203 -2.46246 -4.70161
H 0.00652 -3.10392 -3.76541
H -2.67768 -3.38402 -3.67312
*
```

Output
- Frontier orbital gap: 0.3199 Ha
- Energy relative to the best compared isomer or geometry (same formula, charge and spin): 157.5 kJ/mol
- DFT total energy: -2808.5474 Eh
- LUMO: -0.0109 Eh

***

ORCA calculation (wB97M-V/def2-TZVPD) on a 5-piece molecular cluster, H11O5 overall.

The geometry in ORCA input format:
```
! wB97M-V def2-TZVPD RIJCOSX def2/J DEFGRID3
* xyz 0 2
O 2.51230 -0.60816 -1.72574
H 3.02281 -0.40272 -0.93342
H 3.11714 -1.02181 -2.35001
O -0.81245 1.81252 -0.56982
H -0.21342 2.57646 -0.69120
H -1.04193 1.84432 0.38462
O -0.30454 -1.46832 0.97634
H -0.73816 -0.76650 1.50830
H -0.66224 -2.28333 1.35957
O -1.39491 0.56831 2.50439
H -0.82912 0.99743 3.16972
H -2.13417 1.16245 2.31098
O -0.08935 -0.48899 -1.39654
H 0.81393 -0.40628 -1.79408
H -0.54476 0.43466 -1.29565
H -0.12447 -0.94426 -0.47957
*
```

Output
- Frontier orbital gap (alpha / beta): 0.1161 / 0.4339 Ha
- Energy relative to the best compared isomer or geometry (same formula, charge and spin): 0.0 kJ/mol
- ⟨S²⟩: 0.75
- DFT total energy: -382.6736 Eh
- LUMO (alpha / beta): 0.0089 / 0.0040 Eh

***

ORCA calculation (wB97M-V/def2-TZVPD) on C22H27Cl6NbSi as an isolated structure.

The geometry in ORCA input format:
```
! wB97M-V def2-TZVPD RIJCOSX def2/J DEFGRID3
* xyz 2 1
Nb -0.37207 -0.71755 1.32185
Cl -2.53100 -1.20043 2.29121
C 0.25530 0.30773 2.87591
C 1.27421 0.20413 1.92701
C 2.52637 0.71642 2.16394
Cl 3.81482 0.26483 1.11724
C 2.53726 1.50151 3.29419
Cl 3.94757 2.22306 3.71301
C 1.58580 1.38830 4.36216
Cl 2.10895 1.77688 5.93728
C 0.30698 0.79663 4.17800
Cl -0.86792 0.38538 5.38724
Cl 1.79656 -3.84163 3.19706
C 2.16152 -3.54288 1.56797
C 3.44974 -3.86870 1.12626
C 3.86939 -3.55887 -0.15669
C 2.91722 -3.08832 -1.09439
C 1.56781 -3.07773 -0.78160
C 1.20455 -3.14669 0.61571
C -0.18911 -2.82075 0.91558
H 4.12745 -4.27673 1.83967
H 4.89945 -3.72579 -0.51787
H 3.27723 -2.80845 -2.10636
H 0.80126 -2.97148 -1.52128
H -0.61451 -3.10470 1.86110
H -0.87202 -2.93547 0.10147
C 0.76725 0.74275 -2.18920
Si -0.69869 0.74804 -0.75709
C -2.06542 -0.25095 -1.88509
C -1.38082 -1.52336 -2.52427
C -2.62376 0.41352 -3.16350
C -3.22494 -0.60150 -1.00056
C -1.01915 2.73057 -0.44081
C 0.10621 3.21442 0.66649
C -2.51475 2.89397 0.00521
C -0.73682 3.79779 -1.53304
H 0.27580 0.61073 -3.14694
H 1.21618 -0.20381 -1.97566
H 1.46254 1.60906 -2.05820
H -0.51640 -1.26818 -3.06931
H -2.14554 -1.88923 -3.27866
H -1.13282 -2.31387 -1.78971
H -3.33235 -0.25032 -3.57631
H -1.82325 0.57669 -3.84344
H -3.11601 1.35094 -2.97239
H -3.05629 -1.47544 -0.43309
H -4.07581 -0.81035 -1.65318
H -3.59148 0.19111 -0.33886
H -0.28352 3.18712 1.65790
H 0.46831 4.16682 0.26744
H 0.92575 2.49231 0.71112
H -3.02298 2.08169 0.48479
H -3.20475 2.91307 -0.85325
H -2.63450 3.87675 0.48556
H 0.34891 3.81683 -1.78003
H -1.04750 4.79621 -1.19350
H -1.30620 3.49794 -2.43807
*
```

Output
- Frontier orbital gap (alpha / beta): 0.1189 / 0.1171 Ha
- DFT total energy: -3961.2546 Eh
- LUMO (alpha / beta): -0.4190 / -0.4179 Eh